[1]
{
  "formula": "C18H19Cl5F6N3O7PS2W",
  "method": "wB97M-V/def2-TZVPD",
  "symbols": ["W", "C", "C", "O", "P", "S", "S", "O", "C", "C", "H", "H", "H", "H", "H", "H", "H", "H", "H", "H", "Cl", "C", "C", "Cl", "C", "Cl", "C", "O", "C", "Cl", "C", "Cl", "C", "C", "O", "C", "F", "F", "F", "C", "F", "F", "F", "H", "H", "H", "O", "N", "O", "O", "C", "C", "N", "C", "C", "N", "H", "H", "H", "H", "H", "H"],
  "positions_angstrom": [[0.323, 0.040, 0.077], [-4.147, 4.751, -0.629], [-2.736, 4.549, -1.110], [-2.011, 3.822, -0.064], [-0.638, 3.131, -0.361], [0.120, 2.346, 1.293], [-0.845, 1.535, -1.589], [0.183, 4.279, -1.039], [1.596, 4.177, -1.395], [2.114, 5.572, -1.621], [-4.703, 5.322, -1.373], [-4.158, 5.304, 0.309], [-4.651, 3.795, -0.485], [-2.213, 5.490, -1.271], [-2.700, 3.959, -2.028], [1.658, 3.565, -2.296], [2.116, 3.671, -0.582], [1.561, 6.068, -2.417], [3.163, 5.520, -1.913], [2.037, 6.166, -0.712], [-1.193, -6.291, -3.742], [-0.877, -4.972, -2.699], [-1.683, -3.835, -2.746], [-2.998, -3.752, -3.840], [-1.423, -2.765, -1.895], [-2.420, -1.364, -1.912], [-0.353, -2.813, -1.007], [-0.101, -1.792, -0.160], [0.441, -3.955, -0.951], [1.723, -4.003, 0.185], [0.183, -5.032, -1.794], [1.171, -6.427, -1.714], [3.269, 1.308, 2.125], [2.520, 0.007, 2.387], [1.331, -0.179, 1.658], [3.443, -1.179, 2.031], [2.926, -2.354, 2.397], [4.640, -1.056, 2.597], [3.616, -1.199, 0.699], [2.081, -0.039, 3.869], [3.137, -0.090, 4.681], [1.380, 1.066, 4.157], [1.295, -1.087, 4.133], [3.724, 1.292, 1.139], [4.054, 1.420, 2.870], [2.590, 2.152, 2.198], [1.197, -0.521, -1.754], [2.089, 0.410, -1.767], [2.795, 0.661, -2.668], [2.049, 1.049, -0.651], [-0.837, -2.237, 2.663], [-1.738, -1.158, 2.176], [-1.521, -0.214, 1.257], [-2.679, 0.545, 1.170], [-3.600, 0.041, 2.015], [-2.987, -1.021, 2.641], [0.208, -1.972, 2.549], [-1.020, -3.158, 2.106], [-1.033, -2.428, 3.718], [-2.771, 1.382, 0.505], [-4.609, 0.340, 2.232], [-3.394, -1.608, 3.352]],
  "homo_lumo_gap_ev": [7.080, 7.153],
  "multiplicity": 2,
  "charge": 1
}

***

[2]
{
  "formula": "C8H16O2Si",
  "method": "wB97M-V/def2-TZVPD",
  "symbols": ["O", "O", "C", "C", "C", "C", "C", "C", "C", "C", "Si", "H", "H", "H", "H", "H", "H", "H", "H", "H", "H", "H", "H", "H", "H", "H", "H"],
  "positions_angstrom": [[-2.337, -0.405, 2.680], [1.342, 0.874, 0.103], [-0.597, 2.182, -0.349], [0.043, 1.270, 0.392], [-1.883, 0.435, 1.703], [-0.552, 0.610, 1.528], [-3.717, -0.276, 2.870], [2.705, 0.399, -2.440], [0.156, -1.037, -1.761], [2.736, -1.615, -0.221], [1.738, -0.302, -1.048], [-0.129, 2.596, -1.205], [-1.600, 2.530, -0.169], [-2.561, 0.935, 1.040], [0.141, 0.060, 2.190], [-3.997, 0.761, 3.072], [-4.033, -0.908, 3.695], [-4.206, -0.617, 1.958], [2.000, 0.826, -3.160], [3.373, 1.168, -2.056], [3.220, -0.417, -2.932], [-0.566, -0.258, -1.996], [0.304, -1.622, -2.668], [-0.339, -1.668, -1.027], [2.102, -2.043, 0.545], [3.051, -2.308, -0.989], [3.607, -1.169, 0.243]],
  "homo_lumo_gap_ev": 8.909,
  "smiles": "C=C(/C=C/OC)O[Si](C)(C)C",
  "charge": 0
}

***

[3]
{
  "formula": "C4H13N2",
  "method": "wB97M-V/def2-TZVPD",
  "symbols": ["C", "C", "C", "C", "N", "N", "H", "H", "H", "H", "H", "H", "H", "H", "H", "H", "H", "H", "H"],
  "positions_angstrom": [[0.611, -2.538, -0.348], [0.335, -1.736, 0.931], [-1.045, -1.054, 0.929], [-1.302, -0.170, -0.308], [-0.274, 0.576, -0.729], [1.215, 4.420, -0.159], [0.652, -1.873, -1.214], [1.590, -3.009, -0.271], [-0.139, -3.315, -0.507], [0.428, -2.343, 1.816], [1.069, -0.931, 0.981], [-1.863, -1.773, 0.999], [-2.200, 0.476, -0.173], [-1.631, -0.830, -1.157], [1.138, 5.259, -0.711], [2.129, 4.343, 0.255], [-0.629, 1.271, -1.415], [-1.091, -0.373, 1.783], [1.007, 3.602, -0.703]],
  "homo_lumo_gap_ev": 3.493,
  "charge": 1
}

***

| no. | molecular weight (g mol⁻¹) | electronic energy (eV) |
| --- | --- | --- |
| 1 | 959.565 | -149476.4175 |
| 2 | 172.300 | -20528.2129 |
| 3 | 89.162 | -7327.5496 |